The following is a quantum chemistry calculation of a cluster of 5 separate species, C37H85BN3O7 in total at a distorted geometry, from the Open Molecules 2025 dataset.

As for the HOMO energy: -11.579 eV. As for the LUMO energy: -2.3069 eV. As for the spin multiplicity: 1. The value obtained for the HOMO-LUMO gap is 9.27 eV. The charge is +1.

Each line ends with the Löwdin charge.
Cartesian coordinates (Å):
O 0.1537 7.2851 -6.3317  -0.059
O 0.5923 -4.8695 -4.0176  -0.066
O 2.1037 2.7030 2.6337  -0.153
O -1.9155 3.3681 5.7864  -0.073
O -0.2184 2.5784 -4.5760  0.014
O -2.6452 0.7338 9.3668  -0.064
O 2.1247 2.0057 -5.2752  0.159
N 2.2103 -1.1436 -2.1745  0.049
N -0.0603 0.7300 -2.3709  0.126
N 1.0081 -2.4356 -0.5698  0.122
C -2.1296 -0.4937 11.3750  -0.061
C 0.9114 0.5293 -3.4762  -0.097
C 0.3885 -3.2345 1.6827  -0.019
C -2.1306 3.3623 7.2014  -0.489
C 2.9564 -4.9355 -3.5590  -0.062
C -4.3759 -5.2046 -1.7387  -0.220
C -1.9722 -4.3298 -1.1129  -0.207
C 3.8781 2.0535 0.1412  -0.171
C 1.4085 7.3533 -7.0102  -0.493
C 0.1367 3.8707 -3.9950  -0.212
C -0.2094 1.8279 3.1338  -0.088
C 1.3953 -2.5863 0.6619  -0.306
C -0.8012 3.1788 7.9148  -0.063
C 1.1730 7.4009 -8.5114  -0.059
C -1.1525 4.5345 -3.3872  -0.043
C -2.5042 -1.8538 -1.6896  -0.166
C 2.2613 6.1565 -6.6202  -0.075
C 2.4925 1.4064 2.2109  -0.258
C -0.8778 0.0267 -0.1673  0.001
C -1.0960 -1.5242 -2.3014  -0.106
C 1.0480 2.6515 3.5836  -0.254
C -2.8081 4.6582 7.6171  -0.057
C -4.5924 -6.3990 -4.0905  -0.100
C -4.2238 -5.0635 -3.2992  -0.248
C 1.2242 -1.0554 -1.0773  -0.297
C -1.0334 -1.0475 9.1847  -0.063
C 1.6968 -5.7500 -3.8110  -0.487
C 1.3958 -6.6780 -2.6448  -0.057
C 2.3513 0.1170 -2.9365  -0.242
C 3.0061 1.3082 -2.1336  -0.127
C -0.2016 -0.5071 -1.4946  -0.326
C 3.9453 1.4288 1.6040  -0.147
C -1.5968 0.0593 10.0626  -0.500
C 2.8019 -2.2302 1.2290  -0.007
C -3.0389 -5.4886 -0.9709  -0.189
C -2.4634 -2.9547 -0.5514  -0.174
C 3.9657 0.8929 -0.9604  -0.150
B 0.9627 1.7938 -4.5034  -0.507
H -1.8686 0.4979 -0.3425  0.100
H -1.3379 4.1103 5.5789  0.077
H -3.0017 4.6754 8.6912  0.084
H 3.2372 6.1882 -7.1087  0.084
H 4.5710 2.0710 2.2645  0.117
H -0.4305 -2.5245 1.9384  0.073
H 1.8989 8.2733 -6.6868  0.142
H -2.9422 -1.2040 11.1957  0.083
H 3.6213 -2.5957 0.5787  0.100
H -0.0946 -4.1036 1.1631  0.074
H 5.0218 0.9024 -1.3149  0.124
H 2.8400 -4.3058 -2.6700  0.065
H -0.3215 2.2494 7.5989  0.074
H -5.5548 -6.3226 -4.6361  0.070
H -1.9446 -2.6166 0.3681  0.071
H 2.3753 0.6670 3.0395  0.127
H 0.4780 -4.3474 -3.2152  0.044
H 0.5758 4.5079 -4.7933  0.108
H -3.2051 -4.7598 -3.6303  0.085
H -0.0159 0.7247 3.1339  0.068
H -0.1993 0.8312 0.2341  0.072
H 1.8402 -1.8415 -2.8272  0.110
H -0.6632 -0.6379 8.2421  0.072
H 0.8558 3.6544 -3.1524  0.121
H 2.2043 2.0303 -1.8308  0.095
H -0.2149 -1.5701 9.6838  0.082
H 2.8770 2.5592 0.0973  0.096
H -3.0912 -2.3331 -2.5187  0.115
H 0.6409 6.5066 -8.8498  0.083
H -3.2831 -5.5510 0.1169  0.112
H 3.6797 -0.0378 -0.4333  0.071
H 2.2164 -7.3776 -2.4740  0.083
H -0.9959 1.9909 3.9181  0.068
H 2.9801 -0.1012 -3.8287  0.160
H 2.9114 -2.6546 2.2578  0.087
H -2.7852 2.5191 7.4247  0.125
H 2.1156 7.4722 -9.0577  0.083
H 4.4142 0.4210 1.5839  0.101
H 1.8150 -6.3354 -4.7248  0.142
H -0.1120 3.9930 7.6677  0.082
H 3.8240 -5.5824 -3.4156  0.083
H -3.3392 0.0923 9.1820  0.090
H -5.0421 -6.0909 -1.5605  0.108
H -0.8191 0.7989 10.2647  0.133
H 1.2284 -6.1055 -1.7267  0.073
H 2.6150 2.7853 -4.9876  0.111
H -4.9223 -4.2538 -3.6303  0.099
H -3.7561 4.7813 7.0895  0.080
H 0.1824 1.5012 -1.7369  0.162
H -0.8103 5.4740 -2.8905  0.094
H -3.7855 -6.6005 -4.8289  0.065
H 3.6398 1.8663 -2.8719  0.126
H 0.9170 -3.6394 2.5727  0.078
H -1.3013 -1.0731 -3.3134  0.122
H 4.6574 2.8277 -0.0231  0.113
H -1.7446 -4.2745 -2.2113  0.083
H 1.4100 2.2278 4.5612  0.129
H -1.0329 -4.6600 -0.6011  0.083
H 2.8205 -1.1168 1.3736  0.049
H 0.4845 -7.2486 -2.8346  0.081
H 0.6790 3.6768 3.8363  0.121
H -0.6558 2.1582 2.1691  0.071
H -1.5454 3.8369 -2.6124  0.072
H 1.5939 -0.3828 -0.2557  0.118
H -2.1866 5.5219 7.3606  0.081
H -4.9371 -4.3217 -1.3565  0.096
H -0.5724 -2.4862 -2.5247  0.097
H 3.1549 -4.2667 -4.3997  0.079
H -2.5394 0.3091 11.9906  0.082
H 0.5518 8.2588 -8.7741  0.084
H 0.5891 -0.3372 -4.1175  0.170
H -1.8097 -1.7761 8.9326  0.082
H -1.8928 4.7171 -4.1934  0.091
H -4.5674 -7.2203 -3.3370  0.067
H 2.4128 6.1321 -5.5376  0.073
H -0.8933 -0.7657 0.6085  0.080
H 1.7647 5.2194 -6.8949  0.075
H -1.3436 -0.9998 11.9391  0.082
H -0.9350 3.1519 8.9975  0.077
H -0.2891 6.4771 -6.6115  0.079
H 1.8022 1.0835 1.3763  0.093
H -2.6347 -6.4665 -1.3223  0.114
H -0.9861 0.9723 -2.7522  0.183
H -3.5400 -3.0941 -0.2613  0.107
H -3.0979 -0.9618 -1.3848  0.107